DFT (the ωB97M-V functional and the def2-TZVPD basis) results for a cluster of 2 separate species, C6H7BF2O3 in total at a distorted geometry.

Structure (XYZ):
```
19
Properties=species:S:1:pos:R:3:mulliken_charge:R:1
B 0.731 1.607 -1.244 0.60
C 0.821 -1.497 1.468 -0.31
C 0.334 -2.037 0.205 -0.25
C 0.157 -0.461 2.008 -0.56
C -0.571 -1.340 -0.497 -0.54
C -1.141 0.021 1.473 0.17
C -1.026 -0.108 -0.016 0.66
O 0.379 0.791 -2.294 -0.55
O 1.266 2.842 -1.517 -0.53
O 0.573 1.115 -0.011 -0.50
F -1.313 1.298 1.919 -0.30
F -1.865 0.576 -0.784 -0.29
H 1.788 -1.966 1.825 0.33
H 0.823 -2.896 -0.163 0.44
H 0.451 -0.030 2.951 0.43
H -0.666 -1.618 -1.503 0.43
H -2.079 -0.503 1.899 0.24
H 0.251 1.174 -3.244 0.27
H 1.085 3.033 -2.475 0.27
```

Output
**HOMO energy**: -9.17 eV
**Kohn-Sham gap**: 8.3 eV
**E_LUMO**: -0.033 hartree
**Multiplicity**: 1

---

DFT (the ωB97M-V functional and the def2-TZVPD basis) results for the molecule C4H11PS at a distorted geometry.

Structure (XYZ):
```
17
Properties=species:S:1:pos:R:3:mulliken_charge:R:1
C -0.461 -1.485 -0.308 -1.42
C -0.149 0.030 0.040 1.18
C -0.980 0.582 1.226 -1.63
C -0.333 0.784 -1.258 -1.77
P 1.649 0.046 0.493 0.19
S 2.540 1.700 0.933 -0.39
H -0.057 -1.748 -1.287 0.43
H -0.036 -2.185 0.398 0.40
H -1.546 -1.663 -0.645 0.34
H -0.574 0.379 2.164 0.44
H -1.937 0.334 1.031 0.43
H -0.896 1.696 1.085 0.40
H -0.107 1.795 -1.212 0.51
H 0.389 0.421 -2.073 0.35
H -1.323 0.944 -1.598 0.45
H 2.306 -0.580 -0.437 0.06
H 1.515 -1.049 1.448 0.05
```

Output
**HOMO energy**: -8.79 eV
**Kohn-Sham gap**: 9.5 eV
**E_LUMO**: 0.026 hartree
**Multiplicity**: 1

---

DFT (the ωB97M-V functional and the def2-TZVPD basis) results for a structure of composition C43H48BFeN10O.

Structure (XYZ):
```
104
Properties=species:S:1:pos:R:3:lowdin_spin:R:1
Fe 0.302 0.154 1.203 2.94
O 2.605 -0.375 4.940 0.00
C 1.836 -0.440 3.955 0.00
N 1.512 0.490 3.079 0.02
C 2.239 1.728 3.205 0.00
C 2.716 2.165 1.842 0.00
C 3.920 2.836 1.652 0.00
C 4.280 3.236 0.378 0.00
C 3.420 2.966 -0.678 0.00
C 2.245 2.287 -0.402 0.00
N 1.906 1.880 0.819 0.01
C 1.167 -1.769 3.669 -0.01
C 1.257 -2.814 4.584 0.00
C 0.658 -4.021 4.274 -0.01
C -0.004 -4.150 3.058 0.00
C -0.039 -3.058 2.208 0.00
N 0.532 -1.891 2.505 0.01
H 3.083 1.648 3.896 0.00
H 1.588 2.528 3.591 0.00
H 4.562 3.026 2.503 0.00
H 5.219 3.750 0.208 0.00
H 3.649 3.272 -1.690 0.00
H 1.527 2.073 -1.183 0.00
H 1.803 -2.641 5.501 0.00
H 0.707 -4.855 4.965 0.00
H -0.482 -5.077 2.769 0.00
H -0.539 -3.113 1.246 0.00
C -1.718 0.231 4.092 0.00
C -2.505 -1.005 3.689 0.00
C -3.863 -1.004 4.395 0.00
C -2.671 -1.181 2.200 0.00
C -3.666 -1.970 1.588 0.00
C -3.340 -1.968 0.257 0.00
N -2.235 -1.215 0.090 0.00
N -1.825 -0.713 1.285 0.01
B -1.451 -1.224 -1.234 0.02
N -0.039 -1.853 -1.095 0.00
C 0.342 -2.947 -1.781 0.00
C 1.660 -3.197 -1.495 0.00
C 2.027 -2.184 -0.590 0.00
N 0.998 -1.366 -0.365 0.01
C 3.380 -2.109 0.066 0.00
C 3.707 -0.767 0.698 0.00
C 3.521 -3.235 1.100 0.00
N -1.496 1.391 -1.525 0.02
C -2.207 2.351 -2.143 0.01
C -2.126 3.467 -1.346 0.00
C -1.359 3.071 -0.238 0.01
N -0.958 1.799 -0.367 0.01
C -1.105 3.958 0.954 0.00
C 0.131 4.854 0.811 0.00
C -1.099 3.182 2.261 0.01
H -1.494 0.198 5.161 0.00
H -2.310 1.128 3.901 0.00
H -0.777 0.325 3.551 0.00
H -1.954 -1.889 4.038 0.00
H -4.465 -0.158 4.053 0.00
H -3.723 -0.908 5.473 0.00
H -4.431 -1.917 4.210 0.00
H -4.486 -2.486 2.057 0.00
H -3.793 -2.462 -0.586 0.00
H -2.030 -2.006 -1.946 0.01
H -0.357 -3.456 -2.424 0.00
H 2.280 -3.994 -1.873 0.00
H 4.109 -2.298 -0.731 0.00
H 2.955 -0.495 1.440 0.00
H 3.740 0.028 -0.052 0.00
H 4.682 -0.815 1.189 0.00
H 2.831 -3.073 1.928 0.00
H 4.536 -3.255 1.505 0.00
H 3.302 -4.211 0.663 0.00
H -2.716 2.154 -3.071 0.00
H -2.584 4.427 -1.513 0.00
H -1.971 4.630 0.973 0.00
H 1.044 4.309 1.042 0.00
H 0.060 5.697 1.503 0.00
H 0.220 5.251 -0.202 0.00
H -0.325 2.412 2.258 0.01
H -2.057 2.686 2.411 0.00
H -0.916 3.849 3.108 0.00
N -1.391 0.101 -2.022 0.12
C -1.168 0.057 -3.397 0.36
C -2.153 -0.598 -4.231 0.03
C -1.828 -1.169 -5.474 0.07
C -2.794 -1.784 -6.251 -0.01
C -4.113 -1.852 -5.816 0.08
C -4.450 -1.305 -4.582 0.00
C -3.489 -0.694 -3.799 0.07
C 0.036 0.677 -3.929 0.03
C 0.077 1.316 -5.177 0.05
C 1.253 1.873 -5.652 -0.01
C 2.418 1.805 -4.897 0.06
C 2.389 1.182 -3.655 0.00
C 1.215 0.632 -3.170 0.06
H -0.800 -1.151 -5.813 0.00
H -2.513 -2.225 -7.200 0.00
H -4.866 -2.333 -6.427 0.01
H -5.472 -1.357 -4.227 0.00
H -3.754 -0.279 -2.834 0.00
H -0.828 1.391 -5.767 0.00
H 1.258 2.369 -6.615 0.00
H 3.338 2.235 -5.272 0.00
H 3.291 1.113 -3.057 0.00
H 1.201 0.129 -2.210 0.00
```

Output
**HOMO energy (alpha / beta)**: -3.74 / -1.79 eV
**Charge**: -1
**Kohn-Sham gap (alpha / beta)**: 6.3 / 3.6 eV
**E_LUMO (alpha / beta)**: 0.095 / 0.066 hartree
**⟨S²⟩**: 6.079
**Multiplicity**: 5

---

DFT (the ωB97M-V functional and the def2-TZVPD basis) results for a structure of composition C47H41Cl5I2N4O4PbS2 at a distorted geometry.

Structure (XYZ):
```
106
Properties=species:S:1:pos:R:3:mulliken_charge:R:1
Pb 12.311 14.982 14.632 1.49
C 14.008 12.047 12.942 -1.69
N 13.920 13.082 14.000 0.51
C 14.691 12.908 15.054 0.14
C 14.891 13.920 16.064 -0.23
C 15.635 13.931 17.290 -1.06
C 15.272 15.131 17.961 -0.70
C 14.449 15.867 17.114 -0.75
N 14.191 15.134 15.933 0.42
C 14.825 12.439 11.737 1.12
C 15.664 11.453 11.268 -0.59
C 16.428 11.701 10.114 -0.68
C 16.378 12.920 9.450 -0.68
C 15.481 13.894 9.891 -0.65
C 14.730 13.690 11.057 -0.06
H 12.984 11.832 12.617 0.12
H 14.424 11.148 13.327 0.45
H 15.159 11.948 15.242 0.38
H 16.352 13.220 17.615 0.53
H 15.607 15.408 18.929 0.50
H 14.019 16.853 17.274 0.45
H 15.733 10.497 11.740 0.44
H 17.090 10.931 9.726 0.40
H 17.059 13.149 8.639 0.43
H 15.407 14.764 9.259 0.50
H 14.126 14.528 11.405 0.34
Cl 8.124 14.144 18.150 -0.18
C 9.685 13.157 18.170 -0.07
Cl 10.362 13.079 19.922 -0.21
C 10.693 13.591 17.154 0.23
O 10.930 12.768 16.188 -0.59
O 11.174 14.792 17.209 -0.44
H 9.342 12.104 17.997 0.27
I 10.787 17.535 17.239 0.29
I 10.081 20.039 16.509 -0.27
C 11.457 18.885 12.437 -0.37
S 10.270 17.811 11.734 0.51
C 8.774 18.834 11.718 -0.99
O 10.070 16.851 12.843 -0.58
H 11.654 19.666 11.663 0.37
H 12.343 18.311 12.681 -0.16
H 11.024 19.231 13.369 0.13
H 8.942 19.678 11.006 0.39
H 8.679 19.239 12.747 0.23
H 7.915 18.247 11.400 0.36
Cl 8.483 12.737 6.565 -0.22
C 8.578 11.818 8.019 0.28
C 7.425 11.538 8.786 -0.70
C 7.548 10.901 9.993 -0.40
C 8.808 10.593 10.516 0.05
C 8.964 9.882 11.862 1.04
C 8.157 10.551 12.946 -1.73
N 8.534 11.980 13.134 0.54
C 7.920 13.130 12.612 -0.34
C 8.580 14.201 13.190 -1.08
N 9.562 13.748 14.022 0.19
C 9.513 12.403 13.953 -0.35
O 8.512 8.524 11.703 -0.49
C 8.955 7.601 12.734 -0.83
C 10.469 7.456 12.762 0.20
C 11.418 7.935 13.666 0.64
Cl 11.072 8.789 15.099 -0.12
S 13.066 7.555 13.180 -0.17
C 12.509 6.745 11.779 -0.42
C 11.156 6.778 11.694 -0.60
C 9.956 10.822 9.738 0.61
Cl 11.551 10.219 10.108 -0.10
C 9.841 11.447 8.480 -0.90
H 6.452 11.869 8.458 0.43
H 6.699 10.623 10.622 0.38
H 10.041 9.970 12.100 -0.08
H 8.381 10.017 13.853 0.61
H 7.078 10.494 12.749 0.20
H 7.213 13.133 11.784 0.38
H 8.383 15.246 13.055 0.61
H 10.167 11.702 14.480 0.40
H 8.485 6.675 12.448 0.45
H 8.536 7.990 13.729 0.30
H 13.181 6.265 11.096 0.45
H 10.552 6.332 10.861 0.33
H 10.680 11.573 7.832 0.48
C 13.563 16.470 13.087 -1.17
C 14.521 16.972 12.423 0.17
C 15.650 17.299 11.619 0.70
C 16.902 16.640 11.826 0.80
C 17.146 15.913 12.999 -0.19
C 18.419 15.435 13.367 -0.74
C 19.480 15.457 12.465 -0.50
C 19.220 16.123 11.206 -0.77
C 17.986 16.664 10.878 -0.33
C 15.610 18.393 10.706 0.24
C 16.727 19.303 10.487 -0.28
C 16.533 20.459 9.717 -0.84
C 15.378 20.688 9.002 -0.40
C 14.308 19.741 9.123 -0.73
C 14.436 18.656 9.959 -0.37
H 16.330 15.891 13.719 0.16
H 18.507 14.983 14.355 0.48
H 20.515 15.148 12.645 0.42
H 20.070 16.209 10.516 0.37
H 17.808 17.031 9.897 0.71
H 17.671 19.155 10.994 0.53
H 17.326 21.176 9.624 0.41
H 15.293 21.520 8.340 0.44
H 13.415 19.868 8.492 0.40
H 13.550 18.020 10.114 0.46
```

Output
**HOMO energy**: -7.35 eV
**Kohn-Sham gap**: 4.5 eV
**E_LUMO**: -0.104 hartree
**Multiplicity**: 1

---

DFT (the ωB97M-V functional and the def2-TZVPD basis) results for a cluster of 3 separate species, C4H10NS2 in total at a distorted geometry.

Structure (XYZ):
```
17
Properties=species:S:1:pos:R:3:mulliken_charge:R:1
C -0.285 -0.570 3.377 -0.74
S -1.052 0.966 2.801 0.05
S 1.688 0.891 0.501 -0.27
H -0.287 -1.287 2.523 0.33
H -0.889 -1.031 4.175 0.31
H 0.744 -0.471 3.747 0.36
H 0.607 0.866 1.390 0.10
C -0.173 0.828 -1.800 -0.03
C -1.445 1.211 -1.574 -0.59
C 1.153 -1.247 -1.972 0.02
N 0.177 -0.456 -2.447 0.02
H 0.794 1.140 -0.603 0.13
H -2.327 0.660 -1.946 0.27
H -1.652 2.186 -1.116 0.30
H 1.414 -2.009 -2.667 0.27
H 1.665 -1.037 -1.017 0.15
H -0.133 -0.639 -3.371 0.32
```

Output
**HOMO energy**: -11.76 eV
**Charge**: +1
**Kohn-Sham gap**: 3.5 eV
**E_LUMO**: -0.305 hartree
**Multiplicity**: 1

---

DFT (the ωB97M-V functional and the def2-TZVPD basis) results for a cluster of 4 separate species, C3H12N3O in total at a distorted geometry.

Structure (XYZ):
```
19
Properties=species:S:1:pos:R:3:mulliken_charge:R:1
C 0.242 -1.477 -1.515 -0.32
C -0.755 -2.326 -1.245 -0.25
N -2.790 -0.152 0.273 -0.39
C -2.015 0.895 -0.007 0.70
N -2.485 1.982 -0.667 -0.45
N -0.737 0.906 0.384 -0.42
H 0.232 -0.471 -1.088 0.18
H 1.103 -1.787 -2.097 0.27
H 12.154 3.969 1.313 0.00
H -1.568 -2.021 -0.623 0.15
H -0.761 -3.332 -1.673 0.28
H -3.775 0.115 0.208 0.23
H -1.788 2.685 -0.879 0.28
H -3.198 1.829 -1.379 0.25
H -0.526 0.163 1.081 0.42
H 11.523 3.866 1.707 0.00
H -1.576 -1.975 2.788 0.32
H -1.982 -1.159 1.511 0.37
O -1.298 -1.709 1.907 -0.63
```

Output
**HOMO energy**: -14.38 eV
**Charge**: +1
**Kohn-Sham gap**: 4.6 eV
**E_LUMO**: -0.359 hartree
**Multiplicity**: 1

---

DFT (the ωB97M-V functional and the def2-TZVPD basis) results for a structure of composition C36H27Cl2FeNO4Te.

Structure (XYZ):
```
72
Properties=species:S:1:pos:R:3:lowdin_spin:R:1
Fe 0.372 0.819 -0.912 3.70
Cl 6.249 5.233 -1.146 0.00
C 5.057 3.982 -1.189 0.00
C 5.462 2.650 -1.301 0.00
C 4.521 1.651 -1.345 0.00
Cl 5.040 -0.003 -1.459 0.06
C 3.126 1.898 -1.284 0.01
O 2.288 0.920 -1.363 0.06
C 2.756 3.260 -1.138 0.00
C 1.381 3.652 -0.947 0.01
O 0.416 2.900 -0.821 0.05
C 3.721 4.280 -1.106 0.00
H 6.515 2.406 -1.355 0.00
H 1.192 4.734 -0.894 0.00
H 3.402 5.310 -1.010 0.00
C -5.420 -3.368 -1.336 0.00
C -4.342 -2.319 -1.255 0.00
C -4.654 -0.959 -1.168 0.00
C -3.678 0.014 -1.106 0.01
C -4.090 1.448 -0.966 0.00
O -5.062 1.873 -1.548 0.00
C -3.314 2.332 -0.033 0.00
C -3.281 3.698 -0.280 0.00
C -2.588 4.545 0.573 0.00
C -1.943 4.031 1.689 0.00
C -1.994 2.667 1.954 0.00
C -2.674 1.821 1.092 0.00
C -2.315 -0.337 -1.201 0.01
O -1.433 0.608 -1.330 0.10
C -1.970 -1.714 -1.187 0.01
C -3.010 -2.667 -1.238 0.00
C -0.596 -2.165 -1.059 0.01
N 0.426 -1.362 -0.967 0.05
C 1.752 -1.923 -0.705 0.02
C 1.929 -2.063 0.821 0.05
Te 3.789 -1.312 1.546 0.69
C 2.947 0.342 2.506 0.06
C 1.878 0.138 3.377 0.03
C 1.274 1.237 3.965 0.00
C 1.725 2.519 3.673 0.02
C 2.797 2.709 2.813 0.00
C 3.425 1.618 2.228 0.03
C -0.377 -3.646 -0.974 0.00
C -0.534 -4.301 0.243 0.00
C -0.319 -5.670 0.331 0.00
C 0.048 -6.388 -0.799 0.00
C 0.193 -5.738 -2.016 0.00
C -0.019 -4.370 -2.106 0.00
H -6.408 -2.911 -1.358 0.00
H -5.384 -4.042 -0.478 0.00
H -5.314 -3.974 -2.236 0.00
H -5.691 -0.640 -1.144 0.00
H -3.803 4.084 -1.146 0.00
H -2.564 5.608 0.374 0.00
H -1.419 4.696 2.364 0.00
H -1.520 2.267 2.842 0.00
H -2.723 0.758 1.300 0.00
H -2.754 -3.719 -1.266 0.00
H 2.471 -1.226 -1.126 0.00
H 1.905 -2.894 -1.173 0.00
H 1.839 -3.096 1.155 0.01
H 1.201 -1.451 1.353 0.00
H 1.517 -0.858 3.604 0.00
H 0.450 1.092 4.651 0.00
H 1.244 3.374 4.130 0.00
H 3.155 3.707 2.600 0.00
H 4.277 1.768 1.579 0.00
H -0.853 -3.743 1.117 0.00
H -0.452 -6.177 1.277 0.00
H 0.208 -7.456 -0.732 0.00
H 0.466 -6.297 -2.901 0.00
H 0.084 -3.862 -3.058 0.00
```

Output
**HOMO energy (alpha / beta)**: -10.20 / -10.28 eV
**Charge**: +1
**Kohn-Sham gap (alpha / beta)**: 7.0 / 3.8 eV
**E_LUMO (alpha / beta)**: -0.119 / -0.239 hartree
**⟨S²⟩**: 8.774
**Multiplicity**: 6

---

DFT (the ωB97M-V functional and the def2-TZVPD basis) results for a cluster of 3 separate species, C30H46F7N2O3PS in total at a distorted geometry.

Structure (XYZ):
```
90
Properties=species:S:1:pos:R:3:mulliken_charge:R:1
C 4.805 0.437 -0.090 -0.72
C 5.447 1.770 -0.481 -0.58
O 5.240 2.171 -1.843 -0.56
C 3.937 2.013 -2.244 0.47
C 3.029 2.925 -1.756 -0.81
C 1.734 2.777 -2.111 0.72
C 1.311 1.754 -2.949 0.55
C 2.233 0.860 -3.429 0.13
S 1.651 -0.460 -4.513 -0.23
C 3.580 0.983 -3.067 0.21
C 4.554 -0.059 -3.590 0.44
F 5.803 0.065 -3.130 -0.29
F 4.635 0.053 -4.928 -0.26
F 4.168 -1.299 -3.276 -0.11
C -0.176 1.699 -3.246 -0.62
O -0.652 1.399 -4.318 -0.54
C -1.060 2.102 -2.077 0.84
P -2.661 1.215 -1.792 0.25
C -2.114 -0.438 -1.147 -1.35
C -3.500 0.852 -3.388 -0.54
C -4.901 0.280 -3.010 -1.08
C -0.641 3.068 -1.271 -0.29
C -1.403 3.532 -0.036 0.91
F -0.649 4.353 0.725 -0.34
F -1.636 2.449 0.752 -0.23
C -2.735 4.293 -0.386 0.11
F -2.517 5.610 -0.191 -0.32
F -3.742 3.873 0.377 -0.20
C 0.690 3.729 -1.565 -0.58
O 0.906 4.911 -1.416 -0.54
H 3.731 0.520 0.094 0.29
H 4.951 -0.329 -0.853 0.00
H 5.252 0.053 0.830 0.49
H 5.078 2.531 0.219 0.28
H 6.517 1.690 -0.294 0.46
H 3.306 3.726 -1.084 0.56
H 1.814 0.148 -5.708 0.20
H -1.252 -0.299 -0.489 0.43
H -1.749 -1.033 -1.991 0.37
H -2.905 -0.932 -0.590 0.45
H -3.663 1.735 -4.005 0.42
H -2.982 0.075 -3.955 0.35
H -5.636 1.071 -2.866 0.34
H -5.228 -0.479 -3.718 0.33
H -4.821 -0.217 -2.034 0.29
H -2.941 4.171 -1.451 0.28
C -6.280 2.824 2.294 -1.13
C -6.317 2.719 3.811 -0.30
N -5.496 1.641 4.330 0.11
C -5.722 1.377 5.741 -0.70
C -5.351 2.473 6.749 -0.96
C -4.105 1.646 3.905 -0.69
C -3.257 2.883 4.228 -0.94
H -6.581 1.885 1.827 0.32
H -6.969 3.602 1.962 0.45
H -5.291 3.093 1.930 0.03
H -7.353 2.536 4.107 0.45
H -6.040 3.696 4.236 0.23
H -5.200 0.456 6.017 0.35
H -6.785 1.149 5.870 0.42
H -4.275 2.537 6.901 0.22
H -5.795 2.242 7.720 0.39
H -5.719 3.454 6.449 0.27
H -4.081 1.494 2.823 0.33
H -3.611 0.760 4.313 0.31
H -3.793 3.815 4.043 0.23
H -2.366 2.890 3.596 0.32
H -2.912 2.882 5.261 0.32
C 1.983 -6.946 -0.378 -1.45
C 2.812 -5.865 -1.056 -0.27
N 3.514 -5.001 -0.125 0.14
C 4.090 -3.827 -0.758 -0.71
C 5.207 -4.033 -1.788 -0.98
C 4.364 -5.671 0.844 -0.70
C 5.497 -6.561 0.314 -0.99
H 1.265 -6.511 0.318 0.33
H 1.427 -7.508 -1.130 0.44
H 2.604 -7.661 0.165 0.30
H 2.128 -5.248 -1.646 0.43
H 3.495 -6.346 -1.773 0.24
H 4.451 -3.147 0.019 0.33
H 3.276 -3.284 -1.252 0.32
H 6.156 -4.278 -1.313 0.27
H 5.363 -3.109 -2.345 0.34
H 4.969 -4.813 -2.512 0.26
H 3.727 -6.283 1.488 0.41
H 4.786 -4.922 1.518 0.33
H 5.179 -7.184 -0.523 0.24
H 5.838 -7.230 1.107 0.37
H 6.361 -5.977 0.001 0.29
```

Output
**HOMO energy**: -7.97 eV
**Kohn-Sham gap**: 6.6 eV
**E_LUMO**: -0.051 hartree
**Multiplicity**: 1

---

Q: Which formula does entry 1 have?
A: C6H7BF2O3